Entry 1:
The following is a quantum chemistry calculation of a molecular structure, C14H33Cl8GaO3P at a distorted geometry, from OMol25.

The geometry in XYZ format:
```
60
Properties=species:S:1:pos:R:3:forces:R:3
C -2.071 1.004 2.946 -0.975 -0.172 0.534
C -2.902 -0.200 2.382 0.048 0.391 -0.302
C -2.093 -1.202 1.504 -0.648 -0.476 0.984
C -0.849 -1.833 2.219 0.193 0.741 -0.813
C 0.388 -1.865 1.253 0.095 -1.269 0.598
C 0.702 -3.283 0.674 1.251 0.554 0.020
C 2.127 -3.188 -0.016 -1.638 -0.974 -1.249
C 1.921 -2.621 -1.468 0.123 0.550 -0.045
Ga 3.297 -1.227 -2.065 0.031 0.157 0.368
C 5.195 -1.983 -2.390 -0.484 0.598 -0.821
O 6.133 -1.825 -1.304 0.444 0.100 -0.471
C 6.391 -0.446 -1.070 -0.672 -0.362 0.475
P 2.547 -0.471 -4.204 -0.352 -1.366 -0.835
O 1.108 0.392 -3.806 1.131 0.391 0.352
O 3.724 0.564 -4.909 -0.619 -0.056 0.824
H -1.000 0.793 3.102 -0.426 0.132 -0.362
H -2.488 1.236 3.953 0.351 0.052 -0.557
H -2.251 1.903 2.329 0.545 -0.515 0.256
H -3.460 -0.688 3.216 0.692 0.142 -0.663
H -3.688 0.231 1.720 0.306 -0.275 0.475
H -2.780 -2.043 1.257 0.305 0.575 -0.112
H -1.841 -0.703 0.549 0.168 -0.240 0.502
H -1.105 -2.848 2.590 0.238 0.490 -0.297
H -0.551 -1.246 3.111 -0.378 -0.216 -0.428
H 1.293 -1.559 1.821 -0.473 -0.085 -0.317
H 0.295 -1.170 0.398 -0.100 -0.176 0.539
H -0.052 -3.596 -0.078 0.398 0.170 0.397
H 0.760 -4.075 1.448 -0.297 0.585 -0.012
H 2.813 -2.594 0.611 -0.217 -0.307 -0.270
H 2.491 -4.233 -0.136 0.204 0.690 0.335
H 1.896 -3.414 -2.250 -0.003 0.224 0.671
H 0.921 -2.126 -1.517 0.607 -0.239 -0.044
H 3.330 0.093 -1.123 -0.010 -0.138 0.108
H 5.616 -1.423 -3.275 -0.126 -0.495 0.432
H 5.112 -3.039 -2.719 0.436 0.387 0.543
H 7.403 -0.331 -0.640 -0.374 -0.093 -0.295
H 6.267 0.155 -1.997 0.295 -0.259 0.420
H 5.634 -0.093 -0.343 0.430 0.229 -0.325
H 1.179 1.258 -4.215 -0.162 0.232 -0.049
H 4.471 0.550 -4.303 0.112 0.402 0.110
C -6.669 -2.196 3.362 -0.051 -0.070 0.069
Cl -5.021 -2.832 3.399 -0.143 -0.192 0.073
Cl -6.810 -0.823 2.257 -0.084 0.012 0.018
H -7.340 -2.982 3.032 0.089 0.045 -0.082
H -6.941 -1.871 4.361 0.096 0.062 -0.061
C -3.206 4.576 0.548 0.004 0.047 -0.206
Cl -3.077 4.577 2.313 -0.045 0.124 0.026
Cl -3.460 2.946 -0.083 -0.012 0.079 -0.047
H -4.046 5.199 0.259 -0.018 -0.090 0.098
H -2.287 4.975 0.130 0.016 -0.112 0.089
C -0.777 6.534 4.475 -0.049 -0.114 -0.070
Cl -0.551 6.103 6.175 -0.012 -0.073 -0.011
Cl -0.575 8.272 4.220 -0.015 0.014 -0.090
H -0.044 6.003 3.878 0.033 0.075 0.087
H -1.779 6.249 4.171 0.057 0.107 0.092
C -0.767 0.482 -7.051 0.242 -0.018 0.211
Cl 0.904 0.047 -6.672 -0.484 -0.068 -0.484
Cl -0.972 0.924 -8.759 -0.195 0.080 -0.155
H -1.406 -0.368 -6.833 0.069 0.000 -0.118
H -1.058 1.328 -6.436 0.050 0.014 -0.113
```
Positions in Å, forces in eV/Å.

Output
- DFT total energy (a.u.) = -6726.57102
- total charge = -1
- multiplicity = 1

---

Entry 2:
The following is a quantum chemistry calculation of a molecular structure, C14H33ClIN3OP3Zr at a distorted geometry, from OMol25.

The geometry in XYZ format:
```
57
Properties=species:S:1:pos:R:3:forces:R:3
C 4.353 2.870 -3.089 -0.748 1.220 0.009
C 3.571 1.877 -2.386 1.221 -5.562 1.091
H 5.334 2.474 -3.456 -0.734 -0.263 0.446
H 4.503 3.731 -2.408 0.054 -0.247 -0.142
H 3.742 3.258 -3.926 0.197 -0.162 0.142
O 3.335 0.824 -1.944 0.209 5.344 -1.745
I 0.310 4.091 -1.419 0.979 -0.277 -0.410
Zr -0.126 1.607 -0.432 -2.492 1.388 0.821
P -0.084 0.198 -2.577 -0.546 -0.815 -1.522
C 0.177 -1.551 -2.969 0.136 -0.409 0.445
C -1.891 0.491 -2.775 0.028 0.103 0.341
H -2.098 0.421 -3.847 -0.175 0.078 0.139
H -0.012 0.703 -4.924 0.196 0.010 0.060
H -2.192 1.486 -2.404 -0.025 -0.177 -0.287
H 0.719 2.019 -3.964 -0.100 -0.056 -0.159
H -0.129 -2.214 -2.155 0.068 0.144 -0.307
H -2.479 -0.258 -2.230 0.158 0.143 -0.169
C 0.631 0.936 -4.069 0.275 0.489 -0.012
H -0.380 -1.813 -3.879 0.101 0.171 0.208
H 1.624 0.501 -4.231 -0.177 0.023 -0.110
H 1.245 -1.700 -3.155 -0.157 -0.055 0.015
P 1.829 1.372 1.215 0.997 0.118 1.538
C 2.687 -0.009 2.016 -0.169 -0.567 -0.141
C 3.221 2.521 1.059 0.061 0.356 -0.433
H 0.088 2.888 2.113 0.239 -0.014 0.242
H 1.472 2.618 3.225 -0.235 0.041 0.026
H 0.183 1.380 3.047 0.192 0.167 -0.101
C 0.783 2.137 2.525 -0.253 -0.078 -0.243
H 2.947 3.382 0.446 0.071 0.050 0.176
H 3.515 2.861 2.057 0.075 -0.063 -0.176
H 3.090 0.319 2.984 -0.132 0.029 -0.247
H 3.519 -0.309 1.371 -0.086 -0.019 0.134
H 4.059 1.991 0.594 -0.030 0.110 0.174
H 2.037 -0.875 2.168 0.235 0.238 0.030
Cl -2.214 2.624 0.305 0.989 -0.856 -0.231
C -3.686 -2.425 1.196 -0.109 0.089 0.388
N -2.454 -3.104 0.778 0.705 0.609 -0.018
C -1.706 -3.567 1.970 -0.168 0.448 -0.158
N -1.388 -2.448 2.878 -0.164 0.453 -0.475
C -2.641 -1.770 3.283 -0.131 -0.172 -0.051
N -3.440 -1.310 2.136 0.638 0.134 -0.483
C -2.835 -0.156 1.469 -0.584 -0.491 0.462
P -1.146 -0.640 0.774 -0.466 -0.251 0.301
C -1.622 -2.245 -0.074 -0.400 -0.646 -0.329
C -0.442 -1.512 2.282 0.222 -0.238 0.596
H -4.329 -3.160 1.699 0.155 0.215 -0.200
H -4.201 -2.026 0.314 0.004 -0.177 0.167
H -0.775 -4.043 1.651 -0.133 -0.025 0.039
H -2.324 -4.295 2.506 0.136 0.166 -0.088
H -2.397 -0.902 3.908 -0.084 -0.269 -0.031
H -3.245 -2.484 3.863 0.246 0.266 -0.168
H -3.493 0.207 0.665 0.278 -0.215 0.128
H -2.734 0.678 2.178 0.136 -0.286 -0.169
H -0.690 -2.775 -0.330 -0.299 0.086 0.201
H -2.153 -2.038 -1.019 0.080 -0.082 0.391
H -0.118 -0.773 3.032 -0.222 -0.241 -0.147
H 0.453 -2.061 1.956 -0.260 0.026 0.046
```
Positions in Å, forces in eV/Å.

Output
- DFT total energy (a.u.) = -2620.78083
- total charge = +3
- multiplicity = 1

---

Entry 3:
The following is a quantum chemistry calculation of a molecular structure, C14H33F6LiN4O7S2 at a distorted geometry, from OMol25.

The geometry in XYZ format:
```
67
Properties=species:S:1:pos:R:3:forces:R:3
Li 9.996 28.875 24.442 -0.142 -0.673 -0.643
C 11.888 30.580 27.642 -0.488 0.451 -1.974
F 11.824 29.263 27.473 -0.282 -0.567 0.762
F 11.577 30.969 28.864 0.250 -0.378 -0.099
F 13.112 30.939 27.307 -0.365 0.380 0.462
S 10.480 31.284 26.491 -1.993 0.452 0.410
O 9.234 30.761 27.075 1.812 -0.635 -1.006
O 10.551 32.727 26.595 0.652 -1.245 -0.785
N 10.640 30.571 24.882 0.559 2.375 2.708
S 11.669 31.493 24.047 2.646 0.471 -1.276
O 12.767 32.027 24.858 -1.876 -0.649 -0.982
O 12.070 30.841 22.802 -1.096 0.114 1.197
C 10.680 33.038 23.430 0.971 -0.213 1.287
F 11.170 34.058 24.109 0.162 0.560 0.004
F 10.842 33.274 22.144 0.001 -0.352 -0.383
F 9.392 32.953 23.711 -0.666 -0.294 -0.169
C 13.698 28.077 24.877 0.420 -0.407 0.867
C 14.080 26.695 25.447 -0.419 0.210 -1.264
C 13.803 26.586 26.945 2.195 -0.359 -0.521
O 14.814 27.375 27.612 -1.711 -0.471 0.210
C 14.549 27.537 29.010 1.411 0.019 -0.846
N 13.301 25.674 24.740 -0.314 -0.570 0.371
H 13.657 28.006 23.793 -0.426 0.141 0.016
H 14.378 28.895 25.118 -0.002 -0.063 0.285
H 12.746 28.238 25.391 -0.319 0.636 -0.716
H 15.092 26.437 25.128 0.368 0.231 0.891
H 13.951 25.535 27.205 -0.132 -0.106 0.241
H 12.770 26.852 27.186 -0.023 0.436 0.076
H 13.617 28.071 29.187 -0.006 0.051 0.134
H 15.443 28.084 29.311 -0.422 0.435 0.473
H 14.608 26.600 29.569 -0.418 -0.250 -0.169
H 12.321 25.774 24.983 -0.115 -0.029 0.055
H 13.347 25.833 23.725 -0.040 -0.021 0.848
C 9.256 25.934 22.226 0.753 0.467 1.082
C 10.609 26.525 22.660 0.801 0.037 -1.131
C 11.693 26.012 21.690 2.085 -0.556 0.099
O 13.059 26.312 22.105 -0.579 0.783 -0.091
C 14.080 25.686 21.341 -0.206 0.480 -0.055
N 10.554 27.997 22.531 0.123 0.404 -0.286
H 9.096 26.335 21.226 -0.580 -0.199 0.020
H 8.557 26.297 22.977 -0.498 0.206 -0.577
H 9.187 24.848 22.248 0.343 0.001 -0.180
H 10.865 26.427 23.714 0.008 -0.967 -0.107
H 11.591 26.527 20.731 -0.497 -0.171 -0.184
H 11.821 24.939 21.523 -1.329 -0.263 0.017
H 13.927 25.858 20.274 0.015 -0.030 -0.088
H 14.169 24.614 21.530 -0.233 -0.088 0.091
H 15.008 26.170 21.644 0.019 -0.056 -0.055
H 11.480 28.324 22.265 0.292 0.197 0.566
H 10.037 28.250 21.694 -0.458 -0.043 0.100
C 7.225 26.807 26.890 -0.098 0.928 -0.809
C 8.027 27.404 25.656 -1.325 -0.895 1.046
C 7.377 28.687 25.148 0.069 0.673 -0.547
O 8.029 28.989 23.925 0.693 -0.101 -0.290
C 7.626 30.196 23.294 0.299 -0.027 -0.110
N 9.474 27.529 25.956 -0.920 0.313 0.489
H 7.674 25.923 27.340 0.177 -0.005 -0.234
H 6.192 26.578 26.624 0.095 -0.250 -0.308
H 7.094 27.559 27.671 0.427 0.134 0.050
H 7.978 26.704 24.822 -0.245 -0.111 0.046
H 7.458 29.571 25.787 0.185 -0.298 0.525
H 6.322 28.591 24.875 -0.177 -0.559 0.523
H 6.540 30.307 23.304 -0.048 -0.041 -0.015
H 7.989 30.130 22.269 -0.165 0.005 -0.053
H 8.107 31.064 23.743 -0.173 -0.038 0.252
H 9.733 26.579 26.203 0.475 -0.062 -0.251
H 9.478 27.987 26.865 0.481 0.451 0.000
```
Positions in Å, forces in eV/Å.

Output
- DFT total energy (a.u.) = -2702.00645
- multiplicity = 1
- ΔE to the lowest compared entry with this formula, charge and spin (kcal/mol) = 0.0

---

Entry 4:
The following is a quantum chemistry calculation of a molecular structure, C14H34AlBeF3K2LiNO15PS at a distorted geometry, from OMol25.

The geometry in XYZ format:
```
74
Properties=species:S:1:pos:R:3:forces:R:3
C -4.003 0.399 1.502 -0.550 -0.339 -0.324
C -4.877 -0.199 0.420 1.689 0.394 1.991
O -4.012 -0.498 -0.627 -0.940 -0.891 -0.677
C -4.335 -1.813 -1.123 -0.209 -0.110 0.323
C -3.791 -2.927 -0.230 -0.180 -0.147 -1.630
C -2.416 -3.381 -0.700 -0.088 0.432 0.936
C -1.415 -3.386 0.467 0.068 0.237 -0.819
C -0.229 -2.532 0.111 0.374 -0.328 1.383
Al 1.303 -2.457 1.414 0.856 0.530 -1.217
C 2.693 -1.304 0.568 -0.306 -0.095 -0.192
C 2.126 -0.918 -0.777 0.271 0.196 0.990
O 2.760 0.189 -1.448 -0.400 -0.032 -0.453
C 1.803 0.629 -2.350 0.287 0.141 -2.382
O 1.924 0.406 -3.541 0.117 0.274 1.631
C 0.594 1.377 -1.818 -0.148 -0.821 0.941
C -0.675 0.510 -1.799 0.280 -0.176 -0.155
H -3.105 -0.227 1.502 -0.738 0.575 -0.708
H -4.504 0.383 2.472 0.063 0.284 0.079
H -3.753 1.400 1.181 0.353 0.485 0.346
H -5.680 0.512 0.052 2.872 0.835 1.252
H -5.402 -1.114 0.828 1.260 0.486 0.041
H -5.425 -1.945 -1.169 0.166 0.087 -0.307
H -3.986 -1.897 -2.138 0.329 0.099 -0.334
H -3.726 -2.611 0.801 -0.398 0.035 0.355
H -4.499 -3.732 -0.365 -0.316 -0.426 0.552
H -2.431 -4.321 -1.230 -0.143 -0.402 -0.028
H -2.093 -2.645 -1.418 0.450 0.230 -0.288
H -1.871 -2.913 1.347 -0.321 -0.351 0.289
H -1.130 -4.398 0.718 0.085 -0.364 0.268
H 0.117 -2.829 -0.865 0.432 -0.137 -0.299
H -0.600 -1.522 -0.020 -0.127 0.288 0.091
H 0.894 -1.741 2.869 -0.630 -0.453 0.696
H 1.935 -3.940 1.817 -0.480 -0.250 0.904
H 2.829 -0.381 1.110 0.329 0.230 0.483
H 3.629 -1.834 0.499 0.518 0.055 0.010
H 1.145 -0.536 -0.569 -0.588 -0.294 -0.053
H 2.084 -1.779 -1.432 -0.090 -0.111 -0.481
H 0.369 2.283 -2.352 0.318 0.269 -0.491
H 0.788 1.649 -0.790 0.198 0.302 0.268
H -1.376 0.990 -1.136 0.081 -0.178 -0.258
H -1.118 0.350 -2.772 -0.097 0.259 -0.501
H -0.475 -0.456 -1.374 0.072 -0.323 -0.124
Li 1.489 -3.960 3.856 0.516 0.499 -1.001
Be -5.758 1.699 -1.540 0.214 0.874 -0.868
O -1.309 1.368 -5.302 -0.307 -0.068 0.440
H -0.479 1.416 -4.808 -0.027 -0.037 -0.158
C 2.515 5.302 -0.813 0.059 -0.176 -0.052
N 1.134 5.290 -0.257 -0.145 -0.119 0.136
O 0.469 4.282 -0.410 0.060 -0.195 -0.167
O 0.760 6.278 0.319 0.114 0.310 -0.105
H 2.704 4.350 -1.293 -0.050 -0.038 0.008
H 2.570 6.118 -1.526 0.010 0.084 0.061
H 3.196 5.464 0.016 -0.013 0.102 0.022
O -2.268 2.707 -0.466 -0.848 0.309 0.560
H -2.507 3.013 -1.348 0.268 0.078 -0.121
H -2.508 1.777 -0.464 -0.042 0.109 -0.259
C 8.012 -1.809 0.963 -0.021 -0.045 -0.052
F 8.905 -2.811 1.041 0.039 -0.083 0.052
F 8.703 -0.680 0.764 0.064 0.140 0.030
F 7.275 -2.023 -0.135 -0.117 -0.043 -0.091
S 6.970 -1.709 2.475 -0.589 -0.100 1.115
O 7.923 -1.491 3.539 0.419 -0.012 -0.129
O 6.306 -3.000 2.538 0.063 -0.227 -0.359
O 6.079 -0.602 2.232 -0.050 0.227 -0.443
O 0.542 -4.987 -2.025 -0.212 -0.080 -0.049
H 0.520 -4.647 -2.927 0.099 0.119 0.011
H 0.368 -5.927 -2.125 0.083 -0.049 0.017
K -1.960 -0.744 3.138 1.449 -0.189 0.790
O -0.213 8.116 2.421 -0.558 -0.095 0.067
P -0.519 7.017 3.435 0.101 -0.157 0.015
O -1.441 7.608 4.497 0.369 0.618 0.436
O 0.777 6.489 4.047 -0.434 -0.147 0.240
O -1.278 5.850 2.816 0.355 -0.293 -0.561
K -7.043 -0.595 -0.295 -5.585 -1.813 -1.692
```
Positions in Å, forces in eV/Å.

Output
- DFT total energy (a.u.) = -4240.35785
- total charge = -1
- multiplicity = 1

---

no.,HOMO energy (eV),E_LUMO (eV)
1,-3.141,1.9
2,-16.278,-11.8
3,-8.797,0.0
4,-3.361,-1.5